Here is a 2-piece molecular cluster, CH3NO4S overall from OMol25. Energies are from ωB97M-V/def2-TZVPD.

Computed properties:
Maximum force   4.669 eV Å⁻¹
Energy   -21596.118 eV
Orbital gap (alpha / beta)   8.129 / 8.117 eV
Total charge   0
HOMO energy (alpha / beta)   -0.33302 / -0.34429 Eh
Spin multiplicity   1

CARTESIAN COORDINATES (ANGSTROEM)
S 2.50602 -0.94997 -0.18182
H 0.37110 1.06882 0.78952
O 2.19071 -1.17400 -1.53320
O 3.43141 -1.76064 0.55120
H -0.72687 -0.40349 0.84132
H 0.13681 0.08607 -0.74112
C 0.15076 -0.01362 0.39296
N 3.30469 1.39726 -0.18298
O 1.22189 -0.71608 0.85874
O 4.17012 1.76544 0.47824

Cartesian forces (eV/Å) of the 3 atoms listed first:
S 1.535 2.242 3.197
H -1.158 -1.553 -0.770
O -1.305 -0.806 -1.825